[1]
# C54H40IKN2O3P2

C54H40IKN2O3P2 as an isolated structure (ωB97M-V/def2-TZVPD, the Open Molecules 2025 dataset).

XYZ file:
```
103
Properties=species:S:1:pos:R:3:lowdin_charge:R:1
K 0.1109 0.1850 -0.3958 0.4594
O -2.8360 -6.9752 2.7256 0.1204
C -2.1805 -5.8236 2.9954 -0.4742
O -1.6895 -5.6573 4.0735 0.1323
C -2.0357 -4.8327 1.8750 -0.1278
C -2.7863 -4.8720 0.7050 -0.0184
C -2.6074 -3.9168 -0.2804 -0.0081
C -1.6624 -2.9081 -0.1097 -0.2515
C -0.9097 -2.8624 1.0639 0.0044
C -1.1058 -3.8153 2.0487 0.0148
N -1.4467 -1.8695 -1.0508 0.0537
C -1.9281 -1.8727 -2.2182 -0.0684
C -1.7356 -0.7331 -3.1557 -0.2560
C -2.2423 -0.8233 -4.4442 -0.0114
C -2.0451 0.2458 -5.3087 -0.0502
C -1.3551 1.3557 -4.8579 -0.0380
C -0.8894 1.3648 -3.5465 -0.1201
N -1.0874 0.3473 -2.7176 0.0460
H -3.0672 -7.0291 1.7925 0.0885
H -3.5569 -5.6186 0.5480 0.1141
H -3.2333 -3.9451 -1.1613 0.1053
H -0.1645 -2.0900 1.2271 0.1027
H -0.5372 -3.7843 2.9681 0.1303
H -2.5141 -2.6999 -2.6322 0.1203
H -2.7728 -1.7100 -4.7668 0.1139
H -2.4253 0.2074 -6.3213 0.1115
H -1.1721 2.2058 -5.5006 0.1101
H -0.3331 2.2045 -3.1387 0.1172
O 1.2545 2.3693 -0.7044 -0.2622
C 2.3099 2.0720 -0.1309 -0.5053
C 3.5432 2.0208 -1.0741 -0.2257
C 4.3089 3.1823 -1.1975 -0.0509
C 5.5081 3.1691 -1.8907 -0.0824
C 5.9741 1.9794 -2.4536 -0.0920
C 5.2257 0.8192 -2.3354 -0.0934
C 4.0092 0.8285 -1.6477 -0.3326
P 2.9687 -0.6841 -1.5227 1.0829
C 3.1179 -1.3961 -3.2070 -0.3655
C 4.0722 -2.3387 -3.5879 -0.0953
C 4.1144 -2.8154 -4.8914 -0.0814
C 3.2076 -2.3523 -5.8345 -0.0921
C 2.2541 -1.4130 -5.4674 -0.0860
C 2.2065 -0.9464 -4.1618 -0.0981
C 3.9326 -1.8339 -0.4886 -0.3820
C 3.5163 -3.1670 -0.4150 -0.1194
C 4.1370 -4.0551 0.4479 -0.0886
C 5.1730 -3.6199 1.2673 -0.0915
C 5.5809 -2.2968 1.2120 -0.0789
C 4.9661 -1.4073 0.3375 -0.0748
H 3.9581 4.1001 -0.7371 0.1125
H 6.0852 4.0800 -1.9900 0.0993
H 6.9180 1.9611 -2.9841 0.0969
H 5.5810 -0.0982 -2.7902 0.1012
H 4.7837 -2.7065 -2.8594 0.1035
H 4.8620 -3.5474 -5.1702 0.1028
H 3.2436 -2.7230 -6.8510 0.1002
H 1.5426 -1.0455 -6.1968 0.0988
H 1.4560 -0.2157 -3.8796 0.0828
H 2.7017 -3.5125 -1.0428 0.1047
H 3.8078 -5.0860 0.4877 0.1011
H 5.6537 -4.3109 1.9479 0.1004
H 6.3818 -1.9485 1.8518 0.1036
H 5.2911 -0.3739 0.3047 0.1060
I 1.4169 1.6107 2.4158 1.1009
C 0.2180 1.2574 4.1680 -0.5707
C 0.9095 0.7087 5.2167 -0.1849
C 0.3591 0.5875 6.5071 -0.0848
C -0.8815 1.0896 6.7486 -0.0483
C -1.6411 1.6625 5.6985 -0.1684
C -2.9056 2.2215 6.0053 -0.0362
C -3.6777 2.7828 5.0357 -0.0682
C -3.2416 2.7196 3.7005 -0.0906
C -2.0384 2.1650 3.3396 -0.3088
P -1.8055 1.8602 1.5347 1.0022
C -3.5003 1.3492 1.0213 -0.3692
C -4.4693 2.1723 0.4476 -0.0985
C -5.6973 1.6554 0.0560 -0.0810
C -5.9803 0.3086 0.2383 -0.0935
C -5.0244 -0.5229 0.8059 -0.0872
C -3.7922 -0.0066 1.1799 -0.1064
C -1.6256 3.5231 0.8162 -0.3813
C -1.1210 4.5911 1.5494 -0.0847
C -0.8504 5.8059 0.9305 -0.0754
C -1.0910 5.9703 -0.4236 -0.0876
C -1.5998 4.9105 -1.1647 -0.0827
C -1.8543 3.6953 -0.5521 -0.1254
C -1.1391 1.6887 4.3618 -0.1909
H 1.9336 0.3916 5.0590 0.0745
H 0.9420 0.1386 7.3011 0.1027
H -1.3111 1.0669 7.7428 0.1090
H -3.2385 2.1984 7.0365 0.1116
H -4.6343 3.2303 5.2717 0.1040
H -3.9066 3.0877 2.9282 0.1009
H -4.2585 3.2234 0.2981 0.1007
H -6.4368 2.3096 -0.3891 0.1022
H -6.9406 -0.0914 -0.0619 0.0992
H -5.2345 -1.5755 0.9540 0.0997
H -3.0439 -0.6647 1.6111 0.0941
H -0.9278 4.4740 2.6088 0.1028
H -0.4482 6.6244 1.5139 0.1032
H -0.8801 6.9174 -0.9037 0.0999
H -1.7860 5.0295 -2.2251 0.1007
H -2.2342 2.8684 -1.1437 0.0970
```

As for the frontier orbital gap: 4.7168 eV. As for the relative energy (zero: lowest compared OMol25 entry of this formula, charge and spin): 0.000 eV. Its HOMO energy is -5.90 eV.

[2]
# C54H42NiP3Si

C54H42NiP3Si as an isolated structure (ωB97M-V/def2-TZVPD, the Open Molecules 2025 dataset).

XYZ file:
```
101
Properties=species:S:1:pos:R:3:lowdin_charge:R:1
Ni -0.1741 0.1965 -0.8847 0.0500
C 4.8994 2.7982 0.5648 -0.0692
C 4.0858 2.5082 -0.5176 -0.0764
C 2.9537 1.7256 -0.3367 -0.1429
C 2.6306 1.2084 0.9173 -0.3451
C 3.4845 1.4696 1.9883 -0.0649
C 4.5962 2.2781 1.8164 -0.0630
P 1.2355 0.0410 0.9416 1.0358
C 2.1233 -1.5101 1.2717 -0.3659
C 1.8703 -2.3200 2.3704 -0.0827
C 2.5991 -3.4906 2.5541 -0.0729
C 3.5742 -3.8568 1.6437 -0.0741
C 3.8269 -3.0517 0.5377 -0.0725
C 3.1072 -1.8864 0.3526 -0.0976
C 0.1058 0.2450 2.3642 -0.3621
C 0.5659 0.4957 3.6565 -0.0906
C -0.3188 0.6005 4.7164 -0.0624
C -1.6805 0.4306 4.4983 -0.0591
C -2.1406 0.1711 3.2174 -0.0851
C -1.2689 0.0829 2.1279 -0.2715
Si -2.0341 -0.0479 0.3858 0.6747
C -2.9992 -1.6465 0.1191 -0.2662
C -4.3722 -1.7995 0.3022 -0.0810
C -5.0053 -3.0090 0.0543 -0.0630
C -4.2714 -4.1034 -0.3799 -0.0575
C -2.9034 -3.9743 -0.5740 -0.0907
C -2.2724 -2.7540 -0.3497 -0.3679
P -0.4739 -2.5346 -0.6244 1.0874
C -0.2801 -2.5268 -2.4437 -0.3518
C -0.8251 -3.4761 -3.3073 -0.0670
C -0.6568 -3.3543 -4.6767 -0.0541
C 0.0588 -2.2856 -5.2086 -0.0637
C 0.6132 -1.3379 -4.3655 -0.0721
C 0.4448 -1.4695 -2.9932 -0.1328
C 0.1809 -4.1516 -0.1051 -0.3628
C 1.1353 -4.8325 -0.8566 -0.0885
C 1.6362 -6.0495 -0.4144 -0.0764
C 1.1949 -6.5930 0.7829 -0.0772
C 0.2571 -5.9097 1.5461 -0.0778
C -0.2411 -4.6937 1.1097 -0.1081
C -3.0643 1.5296 0.1569 -0.2686
C -4.3905 1.7101 0.5501 -0.0875
C -5.0597 2.9044 0.3316 -0.0614
C -4.4106 3.9653 -0.2858 -0.0573
C -3.0816 3.8270 -0.6553 -0.0655
C -2.4141 2.6253 -0.4371 -0.3607
P -0.6193 2.4954 -0.7657 1.0538
C 0.0778 3.4680 0.6053 -0.3317
C 1.2733 4.1729 0.4558 -0.1130
C 1.8421 4.8265 1.5357 -0.0664
C 1.2237 4.7866 2.7789 -0.0652
C 0.0270 4.1041 2.9321 -0.0640
C -0.5466 3.4493 1.8515 -0.0779
C -0.2936 3.4414 -2.2773 -0.3531
C -0.1658 2.7184 -3.4606 -0.0987
C 0.0365 3.3697 -4.6693 -0.0708
C 0.1256 4.7521 -4.6998 -0.0670
C 0.0080 5.4832 -3.5234 -0.0612
C -0.2023 4.8343 -2.3174 -0.0987
H 5.7799 3.4154 0.4342 0.1108
H 4.3229 2.8934 -1.5022 0.1127
H 2.3095 1.5197 -1.1848 0.0777
H 3.3091 1.0258 2.9578 0.0941
H 5.2441 2.4844 2.6596 0.1117
H 1.1044 -2.0492 3.0864 0.1038
H 2.3942 -4.1178 3.4130 0.1131
H 4.1372 -4.7705 1.7887 0.1118
H 4.5887 -3.3347 -0.1781 0.1113
H 3.3196 -1.2570 -0.5059 0.1059
H 1.6221 0.6119 3.8512 0.0910
H 0.0539 0.8065 5.7119 0.1118
H -2.3793 0.5014 5.3225 0.1109
H -3.2092 0.0496 3.0614 0.1055
H -4.9788 -0.9718 0.6485 0.0792
H -6.0734 -3.0966 0.2101 0.1107
H -4.7592 -5.0524 -0.5642 0.1112
H -2.3240 -4.8334 -0.8872 0.1046
H -1.3865 -4.3114 -2.9107 0.1048
H -1.0877 -4.0963 -5.3372 0.1130
H 0.1864 -2.2004 -6.2801 0.1114
H 1.1863 -0.5102 -4.7656 0.1092
H 0.9391 -0.7484 -2.3369 0.0617
H 1.4863 -4.4220 -1.7963 0.1075
H 2.3696 -6.5749 -1.0140 0.1095
H 1.5787 -7.5470 1.1225 0.1080
H -0.0897 -6.3274 2.4835 0.1102
H -0.9777 -4.1712 1.7109 0.1153
H -4.9297 0.9141 1.0514 0.0836
H -6.0916 3.0061 0.6445 0.1111
H -4.9324 4.8960 -0.4682 0.1112
H -2.5678 4.6588 -1.1195 0.0999
H 1.7634 4.2143 -0.5074 0.1000
H 2.7709 5.3682 1.4041 0.1118
H 1.6691 5.2982 3.6232 0.1090
H -0.4695 4.0811 3.8943 0.1103
H -1.4852 2.9260 1.9874 0.1037
H -0.2341 1.6365 -3.4426 0.0765
H 0.1265 2.7967 -5.5834 0.1080
H 0.2897 5.2624 -5.6403 0.1105
H 0.0799 6.5633 -3.5453 0.1116
H -0.2823 5.4127 -1.4053 0.1081
```

Its net charge is +1. The spin multiplicity is 3. As for the frontier orbital gap (spin up / spin down): 6.7371 / 7.6697 eV. Its HOMO energy (spin up / spin down) is -8.84 / -10.83 eV. The expectation value of S² is 2.01.

[3]
# C54H43ClHfN5O6P2S3

C54H43ClHfN5O6P2S3 as an isolated structure (ωB97M-V/def2-TZVPD, the Open Molecules 2025 dataset).

XYZ file:
```
115
Properties=species:S:1:pos:R:3:lowdin_charge:R:1
Hf -0.4034 0.1225 -0.0856 1.4234
O -5.2517 -2.5613 1.2607 0.0511
C -4.2466 -3.3036 1.7698 -0.2636
C -4.6056 -4.4327 2.5061 -0.0069
C -3.6352 -5.2525 3.0411 -0.0642
C -2.2811 -4.9724 2.8553 -0.0717
C -1.9280 -3.8468 2.1461 -0.0199
C -2.8869 -2.9867 1.6034 -0.0707
C -2.4579 -1.7591 0.9271 -0.4384
O -1.2054 -1.3652 1.0533 -0.2860
N -3.3153 -1.0744 0.2470 -0.0099
N -2.7976 0.1570 -0.1954 -0.1914
C -3.7440 0.8736 -0.7019 -0.8623
S -5.3755 0.2763 -0.8517 1.0110
C -6.0149 1.7717 -1.6404 -0.4999
C -5.2874 2.9552 -1.0385 -0.4782
S -3.5289 2.5585 -1.1005 1.0148
H -4.8448 -1.8413 0.7344 0.0274
H -5.6584 -4.6448 2.6284 0.1218
H -3.9325 -6.1279 3.6042 0.1089
H -1.5204 -5.6264 3.2567 0.1031
H -0.8868 -3.6203 1.9863 0.0784
H -7.0875 1.8142 -1.4564 0.0874
H -5.8374 1.7149 -2.7146 0.0828
H -5.5807 3.1220 -0.0016 0.0862
H -5.4404 3.8686 -1.6115 0.0886
O 2.2961 0.6044 3.1270 0.1217
C 1.3379 0.8788 2.4641 -0.6228
O 1.0980 0.3677 1.2489 -0.3200
C 0.2968 1.8809 2.9105 -0.2093
P -1.3293 1.5919 2.1467 1.0659
C -2.1030 3.2321 2.3674 -0.3375
C -1.9740 4.2315 1.4070 -0.1230
C -2.4822 5.5017 1.6356 -0.0729
C -3.1303 5.7884 2.8284 -0.0730
C -3.2590 4.8010 3.7942 -0.0671
C -2.7474 3.5317 3.5687 -0.0769
C -2.2127 0.4616 3.2441 -0.3698
C -3.5990 0.3470 3.1411 -0.1013
C -4.2782 -0.6217 3.8634 -0.0644
C -3.5752 -1.4893 4.6890 -0.0652
C -2.1962 -1.3832 4.7950 -0.0589
C -1.5134 -0.4116 4.0747 -0.0725
H 0.6169 2.8557 2.5261 0.1117
H 0.2642 1.9469 3.9983 0.1117
H -1.4602 4.0283 0.4800 0.0608
H -2.3704 6.2694 0.8809 0.1058
H -3.5292 6.7773 3.0075 0.1078
H -3.7579 5.0188 4.7289 0.1095
H -2.8596 2.7720 4.3313 0.1078
H -4.1533 1.0116 2.4868 0.1096
H -5.3520 -0.7107 3.7667 0.1149
H -4.1020 -2.2522 5.2460 0.1128
H -1.6476 -2.0632 5.4325 0.1101
H -0.4343 -0.3621 4.1550 0.0998
Cl 2.0508 0.4410 -1.6858 0.7884
C 3.1550 -0.9291 -1.8245 -0.5917
C 4.2175 -0.7216 -2.6870 -0.1150
C 5.1014 -1.7672 -2.9066 -0.0691
C 4.9047 -2.9880 -2.2756 -0.0593
C 3.8347 -3.1549 -1.4115 -0.0762
C 2.9332 -2.1206 -1.1566 -0.3811
P 1.5454 -2.2999 0.0100 1.0767
C 2.3663 -2.3156 1.6326 -0.3598
C 1.5442 -2.3212 2.7619 -0.1340
C 2.0856 -2.3812 4.0333 -0.0720
C 3.4652 -2.4007 4.1983 -0.0681
C 4.2868 -2.3537 3.0858 -0.0620
C 3.7420 -2.3156 1.8076 -0.0614
C 1.1016 -4.0598 -0.2351 -0.3501
C 0.7171 -4.4867 -1.5072 -0.1190
C 0.3497 -5.8028 -1.7301 -0.0691
C 0.3587 -6.7175 -0.6842 -0.0737
C 0.7613 -6.3095 0.5769 -0.0727
C 1.1382 -4.9909 0.7990 -0.0901
H 4.3440 0.2346 -3.1725 0.1057
H 5.9400 -1.6227 -3.5745 0.1113
H 5.5886 -3.8064 -2.4513 0.1113
H 3.6860 -4.1086 -0.9195 0.1207
H 0.4711 -2.2507 2.6511 0.0759
H 1.4308 -2.3928 4.8953 0.1065
H 3.8946 -2.4353 5.1901 0.1078
H 5.3617 -2.3467 3.2061 0.1077
H 4.4073 -2.2857 0.9537 0.0992
H 0.7247 -3.7860 -2.3325 0.0564
H 0.0556 -6.1154 -2.7230 0.1052
H 0.0662 -7.7445 -0.8560 0.1060
H 0.7928 -7.0169 1.3947 0.1073
H 1.4674 -4.7004 1.7884 0.1006
S -1.2792 -1.7364 -2.0990 0.7244
C -0.4093 -1.6169 -3.5528 -0.7417
N -1.1258 -1.3421 -4.6806 0.0743
C -0.6012 -1.3270 -5.9140 -0.0260
C 0.7263 -1.6024 -6.0643 -0.0118
C 1.4388 -1.8486 -4.8829 -0.0726
N 0.9065 -1.8649 -3.6789 0.0820
H -2.0779 -1.0254 -4.5241 0.1303
H -1.2768 -1.0827 -6.7211 0.1446
H 1.1957 -1.6059 -7.0340 0.1146
H 2.5060 -2.0403 -4.9264 0.1226
O -1.9977 1.1544 -4.0362 0.0808
C -1.3915 1.8384 -3.2475 -0.4391
N -0.8006 1.4199 -2.0460 -0.0157
C -0.2907 2.5134 -1.4516 -0.5357
O 0.1848 2.3816 -0.3012 -0.1144
C -0.4259 3.7320 -2.2719 -0.1141
C -0.0382 5.0412 -2.0784 0.0153
C -0.3740 5.9414 -3.0883 -0.0473
C -1.0678 5.5250 -4.2242 -0.0452
C -1.4554 4.1964 -4.3976 0.0135
C -1.1161 3.3164 -3.3945 -0.1117
H 0.4994 5.3522 -1.1936 0.1272
H -0.0907 6.9803 -2.9939 0.1112
H -1.3091 6.2517 -4.9881 0.1113
H -1.9944 3.8727 -5.2770 0.1238
```

Its net charge is +1. As for the frontier orbital gap: 7.2131 eV. Its HOMO energy is -10.08 eV.

[4]
# C54H43N5O8P2Y

C54H43N5O8P2Y as an isolated structure in a non-equilibrium geometry (ωB97M-V/def2-TZVPD, the Open Molecules 2025 dataset).

XYZ file:
```
113
Properties=species:S:1:pos:R:3:lowdin_charge:R:1
Y -0.1557 -0.1273 -0.7423 1.4531
O 1.6244 -0.2174 1.3633 -0.1368
C 1.4286 0.4124 2.5963 -0.3008
C 2.5758 0.8747 3.2089 -0.0137
C 2.4783 1.4529 4.4738 -0.0180
C 1.1807 1.6007 5.0175 -0.0407
C 0.0660 1.2936 4.2551 -0.0741
C 0.1328 0.6347 3.0260 -0.2508
P -1.3700 0.1630 2.0240 1.1234
C -2.4459 1.5430 2.4036 -0.3627
C -2.0245 2.8596 2.5005 -0.0932
C -2.9953 3.8468 2.6283 -0.0776
C -4.3183 3.5274 2.7412 -0.0954
C -4.7393 2.2244 2.8721 -0.0582
C -3.7515 1.2834 2.7919 -0.0932
C -1.9233 -1.3439 2.8199 -0.2851
C -0.9703 -2.3171 3.5119 -0.2048
C -1.7879 -3.4691 3.8724 -0.1083
C -2.1324 -4.3466 2.6924 -0.1047
C -3.1356 -3.3082 3.1590 -0.1229
C -3.0824 -1.9552 2.5930 -0.0335
C 2.5105 -1.3036 1.3151 -0.2865
C 2.8927 -2.0620 2.4048 0.0075
C 3.7959 -3.1175 2.1779 -0.0584
C 4.3880 -3.2792 1.0046 -0.1015
C 4.0327 -2.5641 -0.1160 -0.0166
C 3.0949 -1.4908 0.0480 -0.2975
P 2.7521 -0.4148 -1.2809 1.0257
C 3.5689 1.1179 -0.9459 -0.3739
C 4.5494 1.2451 0.0808 -0.0346
C 4.9976 2.5573 0.2699 -0.0940
C 4.5615 3.5960 -0.4656 -0.0918
C 3.5753 3.4631 -1.4211 -0.0887
C 3.1299 2.2135 -1.7047 -0.1278
C 3.5669 -1.0710 -2.7140 -0.3461
C 4.8564 -0.6500 -3.1151 -0.0592
C 5.3691 -1.2333 -4.2263 -0.0784
C 4.6213 -2.1298 -4.9686 -0.0809
C 3.3683 -2.5899 -4.6079 -0.0593
C 2.8205 -1.9687 -3.5134 -0.0790
H 3.5378 0.5823 2.7498 0.1285
H 3.4001 1.7620 4.9573 0.1143
H 0.9621 2.0442 5.9556 0.1003
H -0.8767 1.4238 4.6861 0.1006
H -1.0238 3.2274 2.4800 0.0960
H -2.7962 4.9196 2.7920 0.1241
H -4.9595 4.3748 2.8171 0.1028
H -5.7635 2.0253 3.2771 0.1348
H -4.0200 0.2350 2.8490 0.0785
H -0.4561 -1.8744 4.3363 0.1500
H -1.6343 -3.8649 4.8769 0.1553
H -2.5174 -5.2868 2.8619 0.1203
H -4.0603 -3.6707 3.6028 0.1498
H -3.8601 -1.6392 1.9419 0.1091
H 2.4863 -1.8247 3.3716 0.1234
H 4.0004 -3.6986 3.0437 0.1116
H 5.0603 -4.1238 0.9151 0.1189
H 4.4308 -2.8227 -1.1109 0.1210
H 4.7856 0.4286 0.7813 0.1145
H 5.6715 2.7651 1.0702 0.1041
H 4.9372 4.5792 -0.0952 0.1306
H 3.1024 4.2671 -1.9992 0.1252
H 2.4370 2.0386 -2.5140 0.1106
H 5.4315 0.0610 -2.6256 0.0903
H 6.3060 -1.0062 -4.6597 0.1017
H 5.1289 -2.6605 -5.7700 0.1109
H 2.9178 -3.3007 -5.3105 0.1197
H 1.9056 -2.2671 -3.0579 0.0677
O -0.3419 0.5169 -3.0089 -0.0973
C -1.1398 0.0523 -3.7960 -0.1986
C -2.5034 -0.3323 -3.5419 -0.0981
C -3.3690 -0.6109 -4.6147 0.0313
C -4.6677 -1.0388 -4.4008 -0.0976
C -5.1801 -1.2282 -3.0742 0.0240
C -4.4183 -0.9482 -1.9943 0.0066
C -3.0901 -0.4642 -2.1590 -0.3041
O -2.3660 -0.1786 -1.1409 -0.1975
N -5.5144 -1.2146 -5.6536 -0.3635
O -6.7083 -1.2708 -5.5377 0.0964
O -4.9010 -1.1716 -6.6981 0.0642
H -0.9301 0.0003 -4.9093 0.1546
H -3.0182 -0.5453 -5.6444 0.1272
H -6.1677 -1.5058 -3.0238 0.0953
H -4.7120 -1.0325 -0.9577 0.1188
N -1.0414 7.3950 -0.5422 0.1903
C -0.4046 6.4858 0.2575 -0.4914
O 0.2372 6.8419 1.2294 0.0739
C -0.3345 5.0869 -0.1780 -0.1129
C -1.2675 4.3278 -0.7933 0.0021
C -1.0200 3.0224 -1.0168 -0.1090
N -0.0559 2.3133 -0.4566 -0.0238
C 0.8182 2.9541 0.2798 -0.1044
C 0.7337 4.3745 0.4343 0.0662
H -1.0629 8.3567 -0.2214 0.1253
H -1.7522 7.0889 -1.1808 0.0967
H -2.0584 4.8200 -1.2571 0.1092
H -1.5432 2.3414 -1.7015 0.1163
H 1.5388 2.3681 0.8131 0.1028
H 1.4551 4.9491 0.9886 0.1207
C -1.7689 -4.3230 -2.2550 0.0012
N -1.3745 -3.8530 -0.9487 -0.0833
C -2.1951 -4.1782 0.1653 -0.0507
C -1.2787 -4.2855 1.3837 -0.1668
C -0.4218 -3.0613 1.3988 -0.3033
O 0.0679 -2.6120 2.5244 0.0416
N -0.0792 -2.4282 0.3178 0.1510
C -0.4497 -2.9620 -0.9304 -0.5249
O -0.0707 -2.2163 -1.9194 -0.1640
H -0.9026 -4.5878 -2.8183 0.0945
H -2.2964 -3.5898 -2.9266 0.1134
H -2.4378 -5.0839 -2.1734 0.0530
H -2.9060 -4.9924 -0.0685 0.0954
H -0.7404 -5.2246 1.4977 0.1436
```

Its net charge is +1. As for the frontier orbital gap (spin up / spin down): 5.1360 / 5.1373 eV. As for the relative energy (zero: lowest compared OMol25 entry of this formula, charge and spin): 5.782 eV. Its HOMO energy (spin up / spin down) is -8.02 / -8.02 eV.